Record 1
{
  "formula": "C44H48IN8PSYb",
  "method": "wB97M-V/def2-TZVPD",
  "elements": ["Yb", "C", "N", "C", "C", "N", "C", "C", "N", "C", "C", "N", "C", "N", "C", "C", "C", "N", "C", "H", "H", "H", "H", "H", "H", "H", "H", "H", "H", "H", "H", "H", "H", "H", "H", "H", "H", "H", "H", "H", "H", "H", "H", "I", "C", "C", "C", "C", "C", "C", "C", "C", "C", "P", "C", "C", "C", "C", "C", "C", "C", "C", "C", "C", "C", "C", "C", "H", "H", "H", "H", "H", "H", "H", "H", "H", "H", "H", "H", "H", "H", "H", "H", "S", "C", "C", "C", "N", "C", "C", "C", "C", "C", "N", "C", "C", "H", "H", "H", "H", "H", "H", "H", "H"],
  "coordinates": [[0.175, -0.870, -0.407], [0.171, -2.454, 4.880], [0.343, -1.128, 4.324], [0.421, 0.009, 5.263], [0.857, 1.181, 4.395], [0.808, 0.633, 3.025], [1.603, 1.273, 1.997], [0.519, -0.728, 3.040], [0.387, -1.373, 1.898], [-0.064, -2.773, 1.842], [-1.423, -2.961, 1.152], [-1.304, -2.641, -0.275], [-2.091, -3.136, -1.203], [-1.710, -3.116, -2.550], [-0.334, -3.419, -2.943], [-2.821, -3.541, -3.403], [-3.830, -4.109, -2.421], [-3.343, -3.647, -1.113], [-4.154, -3.866, 0.082], [0.352, -2.409, 5.967], [0.925, -3.167, 4.467], [-0.859, -2.844, 4.734], [1.176, -0.182, 6.046], [-0.559, 0.161, 5.754], [1.872, 1.530, 4.670], [0.163, 2.037, 4.483], [1.493, 2.369, 2.044], [1.252, 0.951, 1.008], [2.687, 1.019, 2.081], [-0.148, -3.247, 2.844], [0.665, -3.374, 1.279], [-2.176, -2.318, 1.656], [-1.712, -4.023, 1.298], [0.331, -2.979, -2.193], [-0.109, -2.978, -3.924], [-0.134, -4.524, -2.962], [-2.511, -4.291, -4.161], [-3.215, -2.672, -3.967], [-3.851, -5.222, -2.422], [-4.856, -3.728, -2.623], [-5.215, -3.978, -0.204], [-4.085, -3.005, 0.769], [-3.851, -4.784, 0.633], [0.778, 0.065, -3.332], [-0.848, 1.019, -4.356], [-0.823, 0.815, -5.722], [-1.710, 1.474, -6.607], [-2.645, 2.334, -6.126], [-2.724, 2.579, -4.726], [-3.623, 3.588, -4.298], [-3.713, 3.878, -2.965], [-2.966, 3.187, -2.019], [-2.110, 2.170, -2.402], [-1.403, 1.388, -0.962], [-2.850, 0.916, 0.060], [-2.633, 0.535, 1.401], [-3.672, 0.062, 2.203], [-4.958, -0.035, 1.683], [-5.170, 0.343, 0.366], [-4.136, 0.765, -0.457], [-0.623, 2.767, -0.055], [-1.209, 3.433, 1.023], [-0.615, 4.592, 1.512], [0.551, 5.109, 0.966], [1.135, 4.439, -0.107], [0.550, 3.284, -0.611], [-1.841, 1.873, -3.771], [-0.085, 0.129, -6.149], [-1.614, 1.248, -7.672], [-3.360, 2.866, -6.771], [-4.248, 4.106, -5.032], [-4.364, 4.689, -2.611], [-3.104, 3.439, -0.958], [-1.629, 0.652, 1.820], [-3.470, -0.200, 3.244], [-5.798, -0.383, 2.292], [-6.181, 0.292, -0.064], [-4.335, 0.985, -1.514], [-2.143, 3.057, 1.459], [-1.077, 5.081, 2.360], [1.013, 6.026, 1.373], [2.073, 4.806, -0.545], [1.004, 2.779, -1.473], [6.945, -1.515, 0.358], [5.245, -1.286, -0.071], [4.625, -0.033, -0.253], [3.287, -0.002, -0.540], [2.526, -1.122, -0.596], [3.125, -2.336, -0.468], [4.475, -2.459, -0.191], [7.351, -0.002, 1.129], [7.518, -0.012, 2.502], [7.861, 1.187, 3.104], [8.013, 2.338, 2.472], [7.873, 2.296, 1.146], [7.576, 1.155, 0.414], [5.201, 0.905, -0.168], [2.793, 0.948, -0.722], [2.482, -3.210, -0.594], [4.941, -3.440, -0.060], [7.360, -0.936, 3.075], [8.021, 1.230, 4.185], [8.002, 3.267, 0.647], [7.509, 1.205, -0.684]],
  "forces_ev_per_a": [[-0.1, -0.6, 0.5], [0.0, -1.0, 0.2], [0.2, 0.6, -0.4], [0.1, -0.3, 0.5], [0.0, 0.6, -0.2], [-0.2, -0.4, 0.4], [0.4, -0.2, 0.2], [0.0, 0.9, 0.5], [-0.3, 0.0, -0.8], [-0.2, -0.7, 0.7], [-0.5, -0.3, 0.6], [1.1, 0.9, 0.1], [-1.3, -0.5, -1.4], [0.3, 0.2, 0.9], [-0.1, -0.6, 0.1], [0.1, 0.0, -0.9], [-0.7, -0.7, 0.1], [0.7, 0.4, 0.0], [-0.2, -0.1, 0.7], [-0.1, 0.1, -0.5], [-0.6, 0.5, 0.4], [0.6, 0.2, 0.1], [-0.4, -0.1, -0.3], [0.5, 0.0, -0.3], [-0.4, -0.2, -0.3], [0.4, -0.3, -0.1], [-0.1, -0.5, 0.0], [0.1, 0.3, 0.1], [-0.6, 0.1, -0.1], [0.1, 0.4, -1.0], [0.0, 0.1, 0.1], [0.4, -0.4, -0.3], [0.1, 0.6, -0.1], [0.1, -0.1, -0.3], [-0.1, -0.2, 0.4], [-0.2, 0.9, -0.1], [0.0, 0.4, 0.6], [0.1, -0.4, 0.3], [-0.1, 0.7, -0.1], [0.7, -0.3, 0.3], [0.6, 0.1, 0.0], [-0.1, -0.3, -0.4], [-0.2, 0.5, -0.5], [-0.3, 0.3, -0.3], [-0.8, 0.2, -0.5], [0.5, -0.2, 0.4], [0.2, -0.5, -0.3], [-0.2, 0.2, 0.3], [0.8, -0.3, 0.1], [0.1, -0.6, 0.4], [-0.7, 1.2, 0.2], [-0.1, -0.2, -0.2], [0.5, 0.2, -0.1], [0.0, -0.3, 1.3], [0.0, -0.5, 0.4], [0.2, 0.1, -0.3], [0.3, 0.0, 0.2], [-0.1, 0.1, 0.2], [-0.9, -0.3, -0.6], [0.1, 0.2, -0.5], [-0.1, 0.4, -0.1], [-0.2, -0.3, -0.1], [-0.2, 0.0, 0.5], [0.3, 0.2, 0.0], [0.6, 0.1, -0.1], [0.2, -0.2, -0.2], [-1.0, 0.8, -0.7], [-0.2, 0.3, 0.1], [-0.1, 0.2, 0.4], [0.5, -0.3, 0.2], [0.3, -0.2, 0.2], [0.2, -0.4, -0.3], [0.1, -0.2, -0.6], [-0.2, 0.0, 0.1], [-0.1, 0.1, -0.3], [0.4, 0.2, -0.2], [0.5, 0.0, 0.3], [0.0, 0.0, 0.6], [0.4, 0.3, -0.1], [0.0, 0.1, 0.0], [-0.4, -0.6, -0.3], [-0.5, -0.1, 0.2], [-0.1, 0.2, 0.2], [-0.8, -0.6, -0.6], [0.5, 0.0, 0.5], [0.6, 0.2, 0.1], [0.0, -0.6, 0.1], [-0.5, -0.1, -0.4], [0.3, 0.5, 0.1], [-0.3, 0.1, -0.3], [0.1, 0.0, 0.1], [-0.2, -0.4, 0.2], [0.2, -0.1, 1.3], [-0.1, -0.2, -0.7], [0.1, 1.0, -0.2], [0.0, 0.6, -0.6], [-0.4, -0.7, -0.1], [-0.1, 0.0, 0.0], [0.2, 0.2, 0.2], [-0.2, 0.3, -0.1], [0.2, 0.6, -0.2], [-0.1, -0.1, -0.3], [0.0, -0.5, 0.1], [0.1, -0.1, 0.6]],
  "mulliken_spin": [1.0149, 0.0001, 0.0003, -0.0001, 0.0000, 0.0000, -0.0012, -0.0006, -0.0047, -0.0012, -0.0003, -0.0018, 0.0005, 0.0004, 0.0000, 0.0000, 0.0000, 0.0004, 0.0001, 0.0000, 0.0000, 0.0000, 0.0000, 0.0000, 0.0000, 0.0000, 0.0001, -0.0017, 0.0000, 0.0001, -0.0001, 0.0003, -0.0005, 0.0003, 0.0000, 0.0000, 0.0000, 0.0001, 0.0000, 0.0000, 0.0000, 0.0000, 0.0000, -0.0002, 0.0000, 0.0002, -0.0001, 0.0001, -0.0003, 0.0001, -0.0001, -0.0002, -0.0003, -0.0006, 0.0003, -0.0004, -0.0003, -0.0003, 0.0000, -0.0002, 0.0014, 0.0003, 0.0000, 0.0000, 0.0000, -0.0012, 0.0003, 0.0000, 0.0000, 0.0000, 0.0000, 0.0000, 0.0001, 0.0005, 0.0000, 0.0001, 0.0000, -0.0001, -0.0001, 0.0000, 0.0000, 0.0000, -0.0001, -0.0001, 0.0002, 0.0006, -0.0015, -0.0032, -0.0001, 0.0000, 0.0000, 0.0000, 0.0000, 0.0000, 0.0000, 0.0000, 0.0000, -0.0002, 0.0003, 0.0000, 0.0000, 0.0000, 0.0000, 0.0000],
  "gap_ev": [7.68, 6.42],
  "charge": 3,
  "e_lumo_ev": [-7.6200, -8.8823],
  "s2": 0.751,
  "spin_multiplicity": 2
}

=====

Record 2
{
  "formula": "C3H5BiO3",
  "method": "wB97M-V/def2-TZVPD",
  "elements": ["H", "C", "C", "O", "C", "O", "H", "H", "H", "Bi", "O", "H"],
  "coordinates": [[1.482, -0.867, 0.849], [1.605, -0.260, -0.060], [0.527, 0.827, -0.265], [-0.667, 0.709, 0.504], [-1.515, -0.254, 0.381], [-2.618, 0.066, 0.954], [2.564, 0.252, 0.078], [1.452, 1.078, -1.093], [-3.366, -0.463, 0.642], [-1.031, -1.986, -0.987], [0.702, -0.906, -1.126], [0.866, 1.804, 0.123]],
  "forces_ev_per_a": [[0.3, 0.0, -0.1], [-4.5, 0.9, 2.8], [3.8, -1.6, 3.8], [0.5, -0.3, -1.9], [-2.3, 2.7, 1.0], [1.4, -0.7, -0.7], [1.3, -0.9, -1.9], [-2.1, 0.9, -1.2], [-0.9, -0.4, 0.6], [0.6, -1.7, -1.3], [1.7, -0.5, -0.8], [0.3, 1.4, -0.2]],
  "mulliken_spin": [0.0336, -0.0649, 0.3322, 0.0233, 0.0158, 0.0083, 0.0268, 0.1962, 0.0001, -0.0163, 0.2931, 0.1518],
  "gap_ev": [7.55, 7.03],
  "charge": 3,
  "e_lumo_ev": [-17.9326, -18.3275],
  "s2": 0.758,
  "spin_multiplicity": 2
}

=====

| no. | DFT total energy (Ha) |
| --- | --- |
| 1 | -4338.66708 |
| 2 | -555.94583 |